# 1
{"formula": "C5H12N2O", "method": "ωB97M-V/def2-TZVPD", "e_above_lowest_ev": 6.240, "e_homo_ev": -6.640, "symbols": ["C", "C", "C", "C", "N", "C", "O", "N", "H", "H", "H", "H", "H", "H", "H", "H", "H", "H", "H", "H"], "positions_angstrom": [[-0.55, -1.59, 0.77], [-0.76, 0.28, -1.06], [-1.50, 1.27, -0.18], [1.79, 0.96, 0.01], [0.76, -1.50, 0.94], [1.48, -0.30, -0.77], [-1.34, -1.44, 1.83], [1.42, -1.54, -0.29], [-2.25, -1.66, 1.60], [1.08, -0.88, 1.69], [-0.89, -2.11, -0.12], [-1.40, -0.49, -1.50], [-0.27, 0.78, -1.89], [1.85, -0.28, -1.79], [-2.06, 0.79, 0.62], [-0.81, 1.97, 0.30], [-2.22, 1.88, -0.75], [1.57, 1.83, -0.60], [1.23, 1.05, 0.94], [2.86, 0.98, 0.25]], "lowdin_charge": [-0.204, -0.183, -0.202, -0.102, -0.024, -0.271, 0.080, -0.044, 0.123, 0.147, 0.136, 0.036, 0.038, 0.107, 0.041, 0.050, 0.059, 0.076, 0.059, 0.080]}

# 2
{"formula": "C4H8IN2", "method": "ωB97M-V/def2-TZVPD", "total_charge": 1, "e_above_lowest_ev": 3.325, "e_homo_ev": -12.519, "symbols": ["C", "C", "C", "C", "N", "N", "I", "H", "H", "H", "H", "H", "H", "H", "H"], "positions_angstrom": [[0.37, 0.59, 1.37], [0.15, -1.47, -0.06], [0.35, 1.03, -0.98], [-0.99, -0.78, -0.86], [0.59, -0.69, 1.13], [0.17, 1.43, 0.32], [-2.78, 0.04, -0.10], [0.44, 1.24, 2.26], [-0.25, -2.40, 0.23], [0.98, -1.67, -0.64], [1.25, 0.46, -1.46], [-0.04, 1.73, -1.66], [-1.11, -0.88, -1.97], [0.64, -1.15, 2.05], [0.22, 2.51, 0.35]], "lowdin_charge": [-0.109, -0.212, -0.069, -0.573, 0.091, -0.066, 0.888, 0.176, 0.107, 0.102, 0.146, 0.073, 0.056, 0.176, 0.215]}

# 3
{"formula": "C2H4NO3P", "method": "ωB97M-V/def2-TZVPD", "e_above_lowest_ev": 4.423, "smiles": "C1=CN=1.OP(O)O", "e_homo_ev": -9.504, "symbols": ["C", "C", "N", "O", "O", "O", "P", "H", "H", "H", "H"], "positions_angstrom": [[1.53, -0.69, 1.49], [2.30, -0.52, 0.34], [1.44, -1.64, 0.59], [0.08, 1.44, 0.87], [-1.13, -0.58, 0.11], [-1.54, 1.49, -1.03], [-0.26, 0.59, -0.55], [1.14, -0.54, 2.37], [-0.57, 1.05, 1.55], [-0.91, -1.50, -0.12], [-1.32, 2.30, -1.50]], "lowdin_charge": [-0.193, -0.017, 0.082, -0.312, -0.254, -0.257, 0.698, 0.050, 0.088, 0.066, 0.050]}

# 4
{"formula": "C53H49N2P2S2SiTl", "method": "ωB97M-V/def2-TZVPD", "total_charge": -2, "e_above_lowest_ev": 0.000, "e_homo_ev": -0.470, "symbols": ["Tl", "C", "N", "C", "C", "N", "C", "C", "C", "C", "C", "C", "C", "S", "C", "C", "C", "C", "C", "C", "S", "H", "H", "H", "H", "H", "H", "H", "H", "H", "H", "H", "H", "H", "H", "H", "H", "H", "H", "C", "Si", "C", "C", "C", "C", "C", "C", "P", "C", "C", "C", "C", "C", "C", "C", "C", "C", "C", "C", "C", "C", "C", "C", "C", "C", "C", "P", "C", "C", "C", "C", "C", "C", "C", "C", "C", "C", "C", "C", "H", "H", "H", "H", "H", "H", "H", "H", "H", "H", "H", "H", "H", "H", "H", "H", "H", "H", "H", "H", "H", "H", "H", "H", "H", "H", "H", "H", "H", "H", "H"], "positions_angstrom": [[-1.05, -1.29, 0.31], [-2.33, -2.55, -3.27], [-2.74, -2.74, -1.89], [-2.66, -4.12, -1.45], [-1.25, -4.70, -1.37], [-0.25, -3.95, -0.59], [0.79, -3.39, -1.44], [0.24, -4.61, 0.59], [1.46, -5.29, 0.54], [2.00, -5.92, 1.65], [1.29, -5.89, 2.85], [0.08, -5.23, 2.92], [-0.50, -4.57, 1.81], [-2.01, -3.72, 2.01], [-4.01, -2.11, -1.64], [-5.17, -2.89, -1.52], [-6.42, -2.32, -1.30], [-6.52, -0.94, -1.19], [-5.39, -0.16, -1.30], [-4.10, -0.69, -1.53], [-2.75, 0.42, -1.63], [-3.02, -3.04, -3.97], [-1.33, -2.96, -3.43], [-2.30, -1.48, -3.49], [-3.22, -4.80, -2.12], [-3.09, -4.17, -0.45], [-0.85, -4.85, -2.38], [-1.37, -5.70, -0.92], [1.25, -4.13, -2.11], [1.57, -2.94, -0.81], [0.37, -2.59, -2.06], [2.01, -5.31, -0.39], [2.95, -6.43, 1.58], [1.70, -6.37, 3.73], [-0.47, -5.18, 3.85], [-5.10, -3.96, -1.59], [-7.29, -2.96, -1.21], [-7.49, -0.48, -1.02], [-5.45, 0.92, -1.19], [3.45, -1.56, 1.79], [1.88, -0.49, 1.39], [2.92, 1.04, 0.77], [3.85, 1.65, 1.63], [4.76, 2.60, 1.20], [4.78, 2.97, -0.14], [3.87, 2.40, -1.02], [2.93, 1.46, -0.58], [1.68, 0.78, -1.76], [0.88, 2.32, -2.41], [0.06, 2.17, -3.53], [-0.57, 3.26, -4.11], [-0.40, 4.53, -3.56], [0.37, 4.68, -2.42], [1.00, 3.58, -1.84], [2.82, 0.37, -3.18], [3.19, 1.23, -4.22], [4.02, 0.79, -5.25], [4.50, -0.51, -5.26], [4.15, -1.37, -4.23], [3.32, -0.93, -3.21], [1.27, 0.08, 3.12], [1.84, -0.42, 4.31], [1.31, -0.14, 5.56], [0.17, 0.64, 5.67], [-0.42, 1.14, 4.52], [0.11, 0.87, 3.25], [-0.69, 1.52, 1.72], [-2.44, 1.82, 2.31], [-2.88, 3.00, 2.90], [-4.21, 3.16, 3.28], [-5.12, 2.13, 3.09], [-4.69, 0.94, 2.53], [-3.36, 0.79, 2.15], [-0.05, 3.25, 1.68], [-0.67, 4.20, 0.86], [-0.12, 5.47, 0.70], [1.08, 5.80, 1.32], [1.72, 4.85, 2.11], [1.16, 3.59, 2.29], [4.15, -1.08, 2.48], [3.98, -1.72, 0.84], [3.18, -2.54, 2.18], [3.86, 1.35, 2.68], [5.47, 3.04, 1.89], [5.50, 3.70, -0.50], [3.88, 2.71, -2.06], [-0.09, 1.18, -3.96], [-1.20, 3.13, -4.98], [-0.90, 5.39, -4.00], [0.49, 5.66, -1.97], [1.59, 3.72, -0.94], [2.82, 2.25, -4.24], [4.29, 1.47, -6.05], [5.13, -0.86, -6.07], [4.51, -2.39, -4.23], [3.04, -1.61, -2.40], [2.72, -1.05, 4.24], [1.78, -0.54, 6.45], [-0.27, 0.85, 6.64], [-1.32, 1.74, 4.61], [-2.19, 3.82, 3.07], [-4.53, 4.09, 3.74], [-6.16, 2.26, 3.38], [-5.38, 0.12, 2.37], [-3.06, -0.15, 1.71], [-1.57, 3.93, 0.33], [-0.63, 6.19, 0.07], [1.51, 6.78, 1.18], [2.67, 5.09, 2.57], [1.66, 2.86, 2.91]], "lowdin_charge": [0.466, -0.090, -0.187, -0.229, -0.163, -0.210, -0.153, -0.288, -0.061, -0.136, -0.137, -0.152, -0.677, 0.410, -0.275, -0.053, -0.134, -0.140, -0.159, -0.676, 0.394, 0.087, 0.065, 0.040, 0.112, 0.060, 0.103, 0.124, 0.081, 0.060, 0.060, 0.095, 0.079, 0.083, 0.077, 0.091, 0.079, 0.083, 0.078, -0.276, 0.537, -0.306, -0.131, -0.107, -0.106, -0.116, -0.376, 1.098, -0.364, -0.127, -0.094, -0.104, -0.100, -0.090, -0.348, -0.102, -0.103, -0.117, -0.099, -0.099, -0.329, -0.108, -0.107, -0.108, -0.090, -0.388, 1.013, -0.347, -0.114, -0.105, -0.108, -0.075, -0.099, -0.355, -0.119, -0.127, -0.111, -0.091, -0.084, 0.002, 0.007, 0.008, 0.096, 0.090, 0.089, 0.091, 0.103, 0.097, 0.090, 0.087, 0.094, 0.099, 0.092, 0.089, 0.096, 0.090, 0.081, 0.089, 0.088, 0.090, 0.097, 0.090, 0.090, 0.106, 0.031, 0.118, 0.095, 0.090, 0.096, 0.093]}

# 5
{"formula": "C16H26F5NO4Sb", "method": "ωB97M-V/def2-TZVPD", "total_charge": -1, "e_homo_ev": -5.088, "symbols": ["C", "C", "C", "O", "O", "C", "C", "C", "C", "C", "C", "Sb", "C", "O", "C", "C", "C", "C", "F", "F", "C", "F", "F", "F", "O", "C", "N", "H", "H", "H", "H", "H", "H", "H", "H", "H", "H", "H", "H", "H", "H", "H", "H", "H", "H", "H", "H", "H", "H", "H", "H", "H", "H"], "positions_angstrom": [[2.99, -3.34, 1.55], [4.18, -2.99, 0.71], [4.98, -1.54, 0.88], [6.31, -1.45, 0.71], [4.15, -0.37, 1.17], [4.02, 0.50, -0.05], [3.07, -0.18, -1.21], [2.72, 0.80, -2.48], [2.18, 2.30, -2.07], [0.54, 2.35, -1.77], [0.27, 2.74, -0.18], [-1.40, 1.45, 0.54], [-2.73, 3.27, 0.66], [-0.87, 1.76, 2.49], [-3.20, 0.25, 1.11], [-2.86, -1.21, 1.74], [-2.56, -2.41, 0.69], [-3.14, -2.24, -0.82], [-2.76, -3.51, -1.55], [-2.47, -1.15, -1.63], [-4.77, -2.14, -0.95], [-5.52, -2.16, 0.32], [-5.27, -3.33, -1.74], [-5.11, -0.95, -1.83], [-0.20, -0.22, 0.44], [0.63, -0.17, 1.70], [1.30, -0.52, 2.76], [2.86, -3.01, 2.67], [2.15, -3.98, 1.01], [4.59, -3.73, -0.12], [3.61, 1.53, 0.35], [5.06, 0.73, -0.54], [3.69, -1.09, -1.66], [2.10, -0.67, -0.75], [1.84, 0.30, -3.10], [3.68, 0.92, -3.16], [2.78, 2.82, -1.20], [2.33, 2.98, -3.03], [0.06, 3.14, -2.51], [0.07, 1.30, -2.05], [1.24, 2.68, 0.47], [-0.15, 3.86, -0.19], [-1.91, 1.31, -1.13], [-3.38, 3.19, 1.66], [-2.13, 4.27, 0.64], [-3.46, 3.20, -0.28], [-1.67, 2.18, 2.94], [-3.94, 0.26, 0.20], [-3.74, 0.88, 1.97], [-1.96, -1.06, 2.51], [-3.78, -1.55, 2.41], [-3.02, -3.42, 1.12], [-1.39, -2.56, 0.59]], "lowdin_charge": [0.002, -0.058, -0.275, -0.051, -0.129, -0.167, -0.173, -0.211, -0.227, -0.283, -0.324, 1.238, -0.344, -0.443, -0.336, -0.258, -0.106, -0.174, -0.042, -0.031, -0.136, 0.038, -0.006, 0.007, -0.379, -0.295, 0.078, 0.076, 0.073, 0.111, 0.126, 0.136, 0.115, 0.111, 0.119, 0.107, 0.090, 0.100, 0.106, 0.065, 0.058, 0.055, -0.025, 0.006, -0.001, 0.018, 0.016, 0.058, 0.070, 0.117, 0.102, 0.142, 0.134]}

Here are the calculated E_LUMO numbers, same order: 0.421; -4.149; 0.194; 4.133; 1.887 (eV).
Here are the calculated DFT total energy numbers, same order: -382.2732; -564.0573; -700.3402; -4099.6710; -1720.0849 (hartree).